Entry 1:
14
Properties=species:S:1:pos:R:3:forces:R:3 method="wB97M-V/def2-TZVPD" homo_energy_ev=-8.52 e_tot_ha=-748.61055 orbital_gap_ev=8.85
N -0.943 -1.097 1.393 1.6 0.6 -1.0
N -1.020 2.158 0.035 2.9 -1.6 -1.4
N 0.011 -0.238 -1.899 -0.5 2.4 -1.2
Si 0.795 -0.992 1.095 -1.0 0.9 1.5
Si 0.756 0.572 -0.596 -2.6 2.9 0.8
H -1.450 -0.229 1.341 -0.2 0.0 0.0
H -1.329 -1.751 2.021 -0.4 -0.6 0.7
H -1.003 2.081 1.051 0.2 0.4 0.1
H -0.396 2.961 -0.231 -0.9 -0.7 0.7
H -0.754 0.217 -2.427 1.0 0.3 0.5
H -0.253 -1.167 -1.958 0.1 -2.3 0.6
H 1.205 -2.253 0.482 0.4 -0.4 0.2
H 1.536 -0.485 2.382 -0.2 -0.7 -1.2
H 1.685 1.785 -0.775 -0.3 -1.2 -0.3

Entry 2:
13
Properties=species:S:1:pos:R:3:forces:R:3 method="wB97M-V/def2-TZVPD" total_charge=+1 homo_energy_ev=-16.82 e_tot_ha=-306.11402 orbital_gap_ev=13.44
O -0.333 0.159 -0.770 -0.5 -0.5 1.3
H 0.182 0.956 -0.357 0.0 0.1 -0.6
H 0.093 -0.636 -0.323 0.5 0.4 -0.6
H -1.290 0.092 -0.399 0.2 0.1 -0.3
O -2.663 -0.497 0.119 0.3 0.3 -0.2
H -2.689 -1.083 0.884 -0.2 -0.1 -0.1
H -3.156 -0.892 -0.611 -0.1 -0.1 0.3
O 1.591 -1.239 0.322 0.3 -0.7 0.4
H 2.094 -2.018 0.026 -0.2 0.4 -0.4
H 1.589 -1.403 1.274 -0.1 0.3 0.2
O 1.220 2.015 0.012 -0.5 -0.6 0.3
H 1.268 2.917 -0.311 0.3 0.1 -0.1
H 2.095 1.633 0.133 0.2 0.3 -0.1

Entry 3:
13
Properties=species:S:1:pos:R:3:forces:R:3 method="wB97M-V/def2-TZVPD" total_charge=+1 homo_energy_ev=-16.44 e_tot_ha=-306.11077 orbital_gap_ev=13.28
O -1.997 1.396 0.884 0.2 -0.1 0.2
H -2.037 1.317 1.844 -0.1 -0.2 0.1
H -2.140 2.334 0.733 0.0 0.2 -0.3
O 1.407 0.207 -2.210 -0.1 0.1 -0.1
H 2.340 0.399 -2.108 0.3 0.1 -0.2
H 1.179 0.021 -3.128 0.1 0.0 0.0
O 0.522 -1.778 1.488 0.1 0.9 -0.7
H 0.267 -2.632 1.832 0.0 -0.1 0.4
H 0.916 -1.208 2.152 0.1 -0.6 0.6
O 0.016 0.139 -0.261 0.0 -0.1 0.4
H 0.606 0.264 -1.181 -0.6 -0.2 0.6
H 0.238 -0.578 0.380 0.2 -0.6 -0.4
H -0.784 0.599 0.116 -0.1 0.7 -0.5

Entry 4:
13
Properties=species:S:1:pos:R:3:forces:R:3 method="wB97M-V/def2-TZVPD" total_charge=+1 homo_energy_ev=-15.68 e_tot_ha=-306.08966 orbital_gap_ev=12.45
O -2.035 -0.822 -1.907 -1.1 -1.6 0.7
H -2.582 -1.586 -1.562 0.9 1.2 -0.5
H -2.552 -0.487 -2.654 0.4 0.2 0.1
O 2.020 -1.138 1.342 0.5 0.8 -1.3
H 1.983 -1.513 2.203 0.0 -0.6 1.2
H 2.965 -0.936 1.184 -0.8 -0.2 0.1
O 0.128 2.029 0.797 0.6 0.5 0.0
H 0.960 2.462 1.026 0.1 -0.1 -0.2
H -0.552 2.531 1.255 -0.4 0.0 -0.2
O -0.078 -0.108 -0.313 -1.6 1.2 -2.6
H 0.275 -0.670 0.388 0.6 0.0 0.3
H 0.059 1.042 -0.212 -0.6 -2.7 1.1
H -0.833 -0.528 -0.985 1.4 1.3 1.3

Entry 5:
13
Properties=species:S:1:pos:R:3:forces:R:3 method="wB97M-V/def2-TZVPD" total_charge=+1 homo_energy_ev=-15.78 e_tot_ha=-306.05465 orbital_gap_ev=12.28
O -0.597 0.055 -0.214 3.2 2.1 2.6
H 0.024 -0.713 -0.106 -0.7 -0.9 -0.6
H -0.957 0.311 0.799 -0.9 -1.5 -1.9
H 0.252 0.692 -0.198 -1.2 -0.3 -0.7
O 1.752 1.449 -0.129 0.3 4.3 -2.5
H 2.691 1.582 0.119 -0.6 -0.8 0.3
H 1.682 2.361 -0.727 -0.2 -3.5 2.1
O -2.233 0.363 1.595 -1.7 2.6 -0.5
H -3.046 -0.225 1.627 1.4 1.1 -0.2
H -2.527 1.320 1.265 0.3 -3.1 1.3
O 0.909 -2.010 -1.172 0.2 -3.3 -0.8
H 0.565 -2.944 -0.877 1.0 2.6 -0.9
H 1.486 -2.240 -1.985 -1.4 0.7 2.0

Entry 6:
14
Properties=species:S:1:pos:R:3:forces:R:3 method="wB97M-V/def2-TZVPD" total_charge=-1 homo_energy_ev=-3.56 e_tot_ha=-704.58790 orbital_gap_ev=6.66
S 0.138 0.183 -0.194 0.0 0.4 0.2
H 0.629 -0.342 0.943 -0.1 -0.1 -0.2
H -1.378 1.669 -1.953 0.0 -1.0 0.5
H -1.268 3.055 -2.283 -0.3 0.3 -0.3
O -1.889 2.327 -2.420 0.3 0.7 -0.1
H 2.065 -3.335 2.422 -0.3 -0.6 -0.1
H 1.922 -4.513 3.393 -0.1 0.1 -0.2
O 1.745 -4.256 2.479 0.4 0.5 0.3
H -0.111 -0.134 -2.560 0.8 -0.4 -0.3
H -0.961 -0.287 -3.776 0.8 0.0 -0.2
O -0.014 -0.303 -3.528 -1.4 0.2 0.5
H 0.403 1.988 2.205 1.0 -0.3 -1.0
H -1.029 1.846 2.401 -1.0 -0.4 -0.6
O -0.252 2.100 2.872 0.0 0.6 1.4

Entry 7:
6
Properties=species:S:1:pos:R:3:forces:R:3 method="wB97M-V/def2-TZVPD" total_charge=-1 homo_energy_ev="-3.12 / -3.12" e_tot_ha=-901.69318 orbital_gap_ev="6.49 / 6.49"
N -2.021 -0.620 0.661 -0.6 0.0 0.1
O 2.102 0.370 1.009 0.7 -0.1 0.4
O 1.786 1.221 -1.317 -0.9 -0.5 2.4
S 1.201 0.953 0.047 0.6 1.2 -2.7
I -0.388 -1.243 -0.278 0.2 -0.8 -0.4
H -2.680 -0.681 -0.122 -0.1 0.2 0.1

Entry 8:
7
Properties=species:S:1:pos:R:3:forces:R:3 method="wB97M-V/def2-TZVPD" total_charge=-1 homo_energy_ev="-4.34 / -4.31" e_tot_ha=-733.93025 orbital_gap_ev="8.48 / 8.55"
N -1.188 -0.468 0.594 -0.1 1.4 -0.5
N 0.309 2.038 0.225 0.4 -1.3 -0.5
O 1.201 -1.245 0.759 -0.6 0.2 0.0
O 0.254 -1.084 -1.484 -0.2 1.1 1.8
O 0.901 1.002 -0.209 -0.1 2.0 0.2
S 0.181 -0.632 -0.070 -0.1 -2.1 -1.3
H -1.657 0.389 0.185 0.6 -1.4 0.4

Entry 9:
8
Properties=species:S:1:pos:R:3:forces:R:3 method="wB97M-V/def2-TZVPD" total_charge=-1 homo_energy_ev=-4.80 e_tot_ha=-809.17619 orbital_gap_ev=8.78
N 0.463 -0.301 0.072 3.3 -3.9 -0.5
N 0.831 0.930 0.157 1.0 0.3 -2.2
O 2.023 1.154 -0.119 0.7 1.1 0.7
O -1.834 -0.591 1.167 -0.8 -0.5 1.2
O -0.043 1.790 0.273 0.4 0.6 0.9
O -1.474 -1.596 -1.082 -0.2 0.6 0.9
S -1.473 -0.395 -0.206 0.2 -1.1 -2.2
H 1.508 -0.992 -0.262 -4.5 2.9 1.2

Entry 10:
8
Properties=species:S:1:pos:R:3:forces:R:3 method="wB97M-V/def2-TZVPD" total_charge=-1 homo_energy_ev="-4.54 / -4.54" e_tot_ha=-809.12354 orbital_gap_ev="7.89 / 7.89"
N 0.918 -0.051 0.401 -3.5 -2.7 -1.8
N 1.988 -0.261 -0.428 -2.1 -0.4 0.8
O 0.198 0.959 2.733 -0.5 -0.1 -0.9
O 1.779 -0.960 -1.416 0.6 0.1 -0.3
O 3.059 0.188 -0.068 0.5 0.2 -0.3
O -0.052 2.336 0.606 0.5 -1.4 1.4
S 0.796 1.449 1.482 0.3 2.1 -0.7
H -0.398 -0.691 -0.214 4.2 2.2 1.7

Entry 11:
5
Properties=species:S:1:pos:R:3:forces:R:3 method="wB97M-V/def2-TZVPD" smiles="N#N.N=O" homo_energy_ev=-9.76 e_tot_ha=-240.03484 orbital_gap_ev=9.09
N 2.981 -0.882 0.346 -1.0 -0.1 -0.7
N 2.052 -0.911 -0.237 1.7 -0.6 0.5
N 0.113 0.472 0.215 1.2 2.7 1.0
O 0.744 1.212 0.980 -2.1 -2.2 -1.5
H -0.423 -0.282 0.714 0.3 0.2 0.7

Entry 12:
6
Properties=species:S:1:pos:R:3:forces:R:3 method="wB97M-V/def2-TZVPD" smiles="[H]/N=N/[N+](=O)[O-]" homo_energy_ev="-10.23 / -10.23" e_tot_ha=-315.05159 orbital_gap_ev="8.79 / 8.79"
N 0.111 0.271 0.517 -0.1 0.0 2.0
N 1.220 0.171 0.059 -4.4 1.1 -2.5
N 2.423 0.065 0.051 3.7 -7.7 0.2
O 3.303 0.840 -0.044 0.4 1.7 0.1
O 2.614 -1.430 -0.047 -0.8 4.9 0.5
H -0.697 0.285 -0.149 1.3 -0.1 -0.3